# 1
The following is a quantum chemistry calculation of 2 unconnected molecules or ions with the total composition C4H12, from the Open Molecules 2025 dataset.

Each line ends with the Mulliken spin population.
Positions of all 16 atoms, in Å:
C  0.85218  2.12630  -0.58639  1.459
C  1.55308  0.75416  -0.71284  0.625
H  0.28136  2.35969  -1.49343  -0.642
H  0.24715  2.06703  0.31610  -0.319
H  1.48697  2.98916  -0.34615  -0.053
H  1.58195  0.45103  0.32679  -0.223
H  2.54462  0.76528  -1.15248  -0.709
H  1.03384  0.00885  -1.29236  0.178
C  -1.88815  -1.47123  0.88288  1.186
C  -0.50606  -1.40655  0.29204  1.448
H  -1.74083  -1.75341  1.92556  -0.389
H  -2.48593  -0.56470  0.80964  -0.546
H  -2.53145  -2.26883  0.49230  -0.291
H  -0.46482  -1.12841  -0.76470  -0.570
H  0.00586  -2.33773  0.49665  0.136
H  0.03022  -0.59065  0.80639  -0.292

For the HOMO energy (alpha / beta), the calculation gives 1.55 / -7.51 eV. The strongest force on any atom is 0.02282 hartree/bohr. As for the multiplicity: 2. As for the expectation value of S²: 0.750. The total charge is -1. For the LUMO energy (alpha / beta), the calculation gives 4.39 / 4.66 eV. For the relative energy (zero: lowest compared OMol25 entry of this formula, charge and spin), the calculation gives 0.549 eV. Its HOMO-LUMO gap (alpha / beta) is 2.84 / 12.17 eV.


# 2
The following is a quantum chemistry calculation of C4H9N3O in the gas phase, from the Open Molecules 2025 dataset.

Each line ends with the Mulliken charge.
Positions of all 17 atoms, in Å:
C  -0.93273  1.99141  0.31610  -1.008
C  1.68918  -0.40148  -1.07481  -1.057
C  -0.81440  -0.38812  0.38547  0.503
C  1.22880  -1.01831  0.20871  1.002
N  -2.05552  -0.59857  -0.13413  -0.460
O  2.24536  -1.54373  0.90647  -0.475
N  0.01200  -1.43873  0.53595  -0.831
N  -0.26156  0.75707  0.68458  -0.452
H  1.86228  -2.11712  1.58995  0.388
H  -2.35462  -1.56088  -0.05798  0.270
H  -2.75994  0.06513  0.15080  0.244
H  -1.84814  2.14323  0.90081  0.311
H  -0.27296  2.83604  0.52838  0.281
H  -1.19341  2.03004  -0.74881  0.355
H  2.16911  0.55751  -0.87071  0.241
H  0.86191  -0.25680  -1.76974  0.319
H  2.42464  -1.05670  -1.55102  0.370

For the HOMO energy, the calculation gives -8.43 eV. The SMILES is C/N=C(N)/N=C(\C)O. The strongest force on any atom is 0.05241 hartree/bohr. For the LUMO energy, the calculation gives 0.92 eV. For the relative energy (zero: lowest compared OMol25 entry of this formula, charge and spin), the calculation gives 1.389 eV. Its HOMO-LUMO gap is 9.35 eV.


# 3
The following is a quantum chemistry calculation of C2H4N2OS2 in the gas phase, from the Open Molecules 2025 dataset.

Each line ends with the Mulliken charge.
Positions of all 11 atoms, in Å:
C  0.01206  0.54542  0.00138  0.538
C  1.07278  -0.53822  0.11772  0.267
H  -0.35911  2.43188  -0.58981  0.280
H  1.29725  2.00997  -0.30318  0.192
H  -2.44503  -1.07017  0.71054  0.361
H  -0.54892  -2.09485  -0.58098  0.174
N  0.35789  1.72436  -0.50922  -0.422
N  -1.22548  0.23071  0.10971  -0.578
O  -1.51378  -0.93662  0.87186  -0.371
S  0.78077  -2.17282  -0.36521  -0.128
S  2.57157  -0.12967  0.53719  -0.313

For the HOMO energy, the calculation gives -8.86 eV. The SMILES is N/C(=N/O)C(=S)S. The strongest force on any atom is 0.07191 hartree/bohr. For the LUMO energy, the calculation gives -0.73 eV. For the relative energy (zero: lowest compared OMol25 entry of this formula, charge and spin), the calculation gives 2.430 eV. Its HOMO-LUMO gap is 8.13 eV.